1.
DFT (ωB97M-V/def2-TZVPD) results for one molecule with the formula CH5N3S2 at a distorted geometry.

Values from the calculation:
HOMO energy   -8.52 eV
Maximum force   2.483 eV/A
SMILES   NNC(=S)NS
Energy relative to the best compared isomer or geometry (same formula, charge and spin)   0.920 eV
Calculated total energy   -1001.68345 a.u.
2S+1   1
E_LUMO   0.524 eV

Geometry (Å):
C -0.85227 -0.45372 -0.08173
H 1.13599 0.85515 0.58901
H 0.13561 1.96998 1.03100
H -1.38770 1.35828 -0.67669
H -0.25192 -2.16390 0.63051
H 1.61844 -0.42410 -1.27019
N 0.55562 1.57442 0.14986
N -0.53083 0.82395 -0.46512
N 0.18466 -1.28766 0.39236
S -2.38880 -1.00160 -0.09879
S 1.78120 -1.25080 -0.20022


2.
DFT (ωB97M-V/def2-TZVPD) results for C12H16BBr8O10V as an isolated structure at a distorted geometry.

Values from the calculation:
HOMO energy   -9.33 eV
Maximum force   7.048 eV/A
Energy relative to the best compared isomer or geometry (same formula, charge and spin)   0.000 eV
Calculated total energy   -22780.28118 a.u.
2S+1   1
E_LUMO   -4.828 eV

Geometry (Å):
O 2.89909 6.20580 -0.68676
V 2.35082 5.47852 -2.07423
O 1.74993 6.58853 -2.96667
O 0.54095 4.30715 -1.34928
C 0.15302 3.20974 -0.89365
O -0.77503 2.48636 -1.43242
B -0.92533 1.15902 -0.76062
O 0.21768 1.14308 0.24273
C 0.87701 2.31711 0.19240
O 1.89855 2.59284 0.83098
O -0.65828 0.02104 -1.69205
C -1.70546 -0.73968 -1.78239
O -1.65522 -1.77950 -2.53853
C -2.79192 -0.18806 -0.80877
O -2.31130 0.96674 -0.23254
O -3.99836 -0.65292 -0.71030
Br -3.75385 -0.24878 -4.73342
C -4.26763 -2.13517 -4.31551
C -3.86682 -3.15292 -5.42586
Br -1.98928 -2.89392 -5.90895
H -5.32086 -2.04310 -4.05032
H -3.81989 -2.37848 -3.35196
H -4.39465 -3.10951 -6.37855
H -3.87540 -4.18682 -5.08079
Br -0.26350 -4.41187 -1.65190
C -1.33368 -4.83174 -0.01481
C -1.27981 -3.49175 0.95370
Br -2.33356 -3.73708 2.60193
H -0.91080 -5.70386 0.48387
H -2.37868 -5.05415 -0.23069
H -1.49559 -2.55419 0.44133
H -0.21711 -3.33757 1.14078
Br 3.85980 4.66418 6.26518
C 2.13991 4.26918 5.23989
C 2.37191 3.12816 4.15112
Br 3.21686 1.47147 4.93295
H 1.53555 5.15859 5.06155
H 1.53809 3.74538 5.98254
H 3.02118 3.37553 3.31127
H 1.35687 2.86155 3.85664
Br 5.11586 -0.38880 0.29647
C 3.36236 -0.54525 1.15023
C 3.32531 -1.66141 2.14764
Br 1.56943 -1.50913 3.08517
H 2.60034 -0.73417 0.39410
H 3.17804 0.41765 1.62662
H 4.09537 -1.40098 2.87378
H 3.34804 -2.69694 1.80814


3.
DFT (ωB97M-V/def2-TZVPD) results for C3H3NO2S as an isolated structure at a distorted geometry.

Values from the calculation:
HOMO energy   -9.68 eV
Maximum force   5.929 eV/A
Energy relative to the best compared isomer or geometry (same formula, charge and spin)   5.550 eV
Calculated total energy   -719.37632 a.u.
2S+1   1
E_LUMO   -1.718 eV

Geometry (Å):
C 0.24407 1.08138 0.41739
C -1.02154 0.42355 -0.09549
C -1.30879 -1.08455 0.28759
H 3.31316 -0.46587 -1.02099
H 0.01893 2.24783 0.55213
H -0.86012 -1.06040 1.33301
N 1.46270 0.57046 0.19694
O -1.58488 1.11170 -1.02297
O -2.06579 -1.82569 -0.20503
S 1.80227 -0.99841 -0.44258